1.
Below is one molecule with the formula C22H14F4N4O2S3 in a non-equilibrium geometry, with properties calculated with ωB97M-V/def2-TZVPD.

HOMO level ... -7.8308 eV
Maximum force ... 6.194 eV/Å
LUMO energy ... -0.600 eV
Structure (SMILES) ... O=C(CSc1nc2c(c(=O)n1-c1ccc(F)cc1)SCC2)Nc1nc2ccc(C(F)(F)F)cc2s1
Gap between HOMO and LUMO ... 7.2 eV

Geometry as ORCA input:
```
! wB97M-V def2-TZVPD RIJCOSX def2/J DEFGRID3
* xyz 0 1
O 4.33606 1.36008 -0.12876
O 0.37251 -2.47159 1.63703
F 5.69631 -4.42252 2.25315
F -4.19606 5.26030 4.23417
F -2.10268 5.72874 4.21145
F -3.29411 6.53856 2.51964
N -2.39388 0.55026 0.57729
N 0.98489 -0.35173 -1.40326
S -0.89152 0.56638 2.72829
S 1.80508 -2.85502 -1.17661
S 2.36189 3.21771 -1.57448
C 3.39397 0.79231 -0.71072
C -0.33794 -2.35368 0.62085
C -1.40169 -0.10004 1.15003
C 1.97814 -1.09723 -0.95413
C 2.28455 1.58229 -1.17941
C 1.07614 0.99065 -1.45886
C 4.35358 -2.44481 2.22891
C 5.76051 -3.03453 0.27084
C -3.73311 2.65552 0.88041
C 3.75063 -1.49010 1.51333
C 5.02378 -2.14529 -0.43918
C -3.83574 3.80660 1.63605
C -1.94774 3.10883 2.99576
C 5.26738 -3.27584 1.57624
C -2.70215 1.68786 1.31584
C -1.96448 1.93711 2.37583
C 4.00419 -1.40081 0.13958
C -2.94111 4.06825 2.67363
N -1.04948 -1.13805 0.36346
N 3.12841 -0.55965 -0.50748
C 0.05819 -3.19927 -0.59060
C -3.14930 5.43190 3.44664
C 0.57894 3.34710 -1.76050
C -0.01886 1.94083 -1.98429
H 3.82845 -2.65977 3.16147
H 6.57495 -3.51430 -0.23725
H -4.29060 2.42204 -0.01299
H 2.92722 -0.98167 2.06793
H 5.21839 -1.93528 -1.46432
H -4.60168 4.58380 1.53155
H -1.08014 3.28876 3.58638
H -1.33578 -1.02415 -0.57916
H -0.04520 -4.32425 -0.29626
H -0.65244 -3.17759 -1.42019
H 0.06523 3.91200 -2.57086
H 0.26018 3.56472 -0.80766
H -0.93941 1.79690 -1.44275
H -0.25479 1.74737 -3.06635
*
```

2.
Below is an isolated ion of composition CH7N2Si and charge +1 in a non-equilibrium geometry, with properties calculated with ωB97M-V/def2-TZVPD.

HOMO level ... -15.2562 eV
Maximum force ... 7.887 eV/Å
LUMO energy ... -3.725 eV
Energy relative to the best compared isomer or geometry (same formula, charge and spin) ... 340.95 kJ/mol
Structure (SMILES) ... [NH3+]/C=N/[SiH3]
Gap between HOMO and LUMO ... 11.5 eV

Geometry as ORCA input:
```
! wB97M-V def2-TZVPD RIJCOSX def2/J DEFGRID3
* xyz 1 1
C -0.63862 0.73586 -0.32128
N -1.95230 -0.34784 0.11547
N 0.34502 0.23380 -0.12283
Si 2.08007 0.06230 -0.11672
H -0.95935 1.74318 -0.50908
H -2.95334 -0.16267 -0.07685
H -1.72919 -0.86772 1.01260
H -1.50693 -1.24980 0.03104
H 2.08759 -0.43151 1.20883
H 2.57515 -1.03382 -0.95165
H 2.65190 1.31821 -0.26952
*
```

3.
Below is a 2-piece molecular cluster, C5H13IN overall in a non-equilibrium geometry, with properties calculated with ωB97M-V/def2-TZVPD.

HOMO level (alpha / beta) ... -12.5214 / -13.7333 eV
Maximum force ... 5.898 eV/Å
LUMO energy (alpha / beta) ... -4.364 / -4.643 eV
Energy relative to the best compared isomer or geometry (same formula, charge and spin) ... 650.95 kJ/mol
Gap between HOMO and LUMO (alpha / beta) ... 8.2 / 9.1 eV

Geometry as ORCA input:
```
! wB97M-V def2-TZVPD RIJCOSX def2/J DEFGRID3
* xyz 1 1
C 0.75501 1.90242 0.07460
C 0.12330 -1.52286 -0.90148
C -1.51535 0.01880 -0.12453
C -0.09690 -0.68207 1.63527
C 0.90404 0.45847 -0.19548
N -0.13548 -0.50795 0.10698
I 2.91204 -0.07866 -0.04172
H 1.60791 2.44694 0.34130
H 0.16903 2.20474 1.02385
H 0.19288 2.34054 -0.72369
H -0.73664 -2.35875 -0.83978
H 0.02186 -1.11185 -1.95558
H 0.96992 -2.09074 -0.66369
H -2.24940 -0.70806 -0.39724
H -2.02229 0.71780 0.50357
H -1.58231 0.47799 -1.03959
H 0.21918 0.17980 2.21209
H -1.03483 -1.05224 1.92989
H 0.60890 -1.58195 1.68030
H 0.88912 0.94764 -2.62508
*
```

4.
Below is one molecule with the formula C5H12N2O in a non-equilibrium geometry, with properties calculated with ωB97M-V/def2-TZVPD.

HOMO level ... -8.5737 eV
Maximum force ... 4.637 eV/Å
LUMO energy ... 0.934 eV
Energy relative to the best compared isomer or geometry (same formula, charge and spin) ... 373.96 kJ/mol
Structure (SMILES) ... CNCC(=O)N(C)C
Gap between HOMO and LUMO ... 9.5 eV

Geometry as ORCA input:
```
! wB97M-V def2-TZVPD RIJCOSX def2/J DEFGRID3
* xyz 0 1
O -1.21025 1.43318 -0.25868
C -0.58975 0.44966 -0.09250
N -0.31238 -0.45397 -1.34183
C 0.55917 0.15657 -2.33569
C -1.59836 -0.97272 -1.94824
C -0.19029 -0.22591 1.22270
N 0.97619 0.53137 1.52735
C 1.20174 0.62599 3.00764
H 1.52952 0.45153 -1.64997
H 0.84967 -0.52317 -3.09932
H 0.04895 1.17828 -2.84864
H -1.96882 -1.59415 -1.11752
H -1.42720 -1.61241 -2.72083
H -2.45677 -0.31086 -2.31918
H -0.06054 -1.27580 0.91988
H -0.95625 0.07731 1.96837
H 1.84578 0.19396 1.02890
H 1.17286 -0.42667 3.36309
H 0.42604 1.16291 3.55814
H 2.16069 1.13490 3.13633
*
```

5.
Below is C37H34BBrN13O3Y as an isolated structure, with properties calculated with ωB97M-V/def2-TZVPD.

HOMO level (alpha / beta) ... -10.9548 / -10.9751 eV
Maximum force ... 0.247 eV/Å
LUMO energy (alpha / beta) ... -3.345 / -5.449 eV
Energy relative to the best compared isomer or geometry (same formula, charge and spin) ... 31.63 kJ/mol
Gap between HOMO and LUMO (alpha / beta) ... 7.6 / 5.5 eV

Geometry as ORCA input:
```
! wB97M-V def2-TZVPD RIJCOSX def2/J DEFGRID3
* xyz 1 2
Y 0.00851 -0.03830 0.00989
C -1.09227 -3.02846 2.59146
C -0.09926 -1.98632 2.99481
C 0.43460 -1.78080 4.27175
C 1.40504 -0.82221 4.09790
N 1.43730 -0.47031 2.79812
N 0.48452 -1.16814 2.12006
B 2.61818 0.33892 2.14218
N 3.15970 -0.44651 0.93590
C 4.43960 -0.50125 0.52533
C 4.49503 -1.26041 -0.61748
C 3.16586 -1.61645 -0.87708
C 2.67804 -2.48334 -1.98686
N 2.35728 -1.10044 0.04835
N 2.20667 1.74135 1.59741
C 2.55653 2.97463 1.98570
C 2.16448 3.86418 1.00558
C 1.58573 3.07939 0.00164
C 1.09832 3.57692 -1.31964
N 1.60204 1.79531 0.37102
N 3.69610 0.45143 3.21591
C 4.52708 -0.54589 3.62055
C 5.03801 -0.20337 4.84164
C 4.43934 1.04105 5.14724
C 4.61924 1.88125 6.36857
N 3.62511 1.41439 4.17515
H -0.85779 -3.96249 3.10134
H -1.04805 -3.21317 1.51899
H -2.11496 -2.76033 2.86229
H 0.17817 -2.29634 5.18122
H 2.09089 -0.39152 4.80766
H 5.21928 -0.01197 1.08354
H 5.36871 -1.53081 -1.18470
H 3.45966 -3.18491 -2.27503
H 2.41136 -1.88672 -2.86024
H 1.81127 -3.06192 -1.66896
H 3.06872 3.11496 2.92155
H 2.31599 4.93049 0.99284
H 0.97286 4.65878 -1.27442
H 0.16787 3.11288 -1.63397
H 1.82966 3.34727 -2.09474
H 4.68605 -1.42307 3.01622
H 5.74924 -0.75702 5.43083
H 5.65642 1.86674 6.70103
H 4.00391 1.51231 7.19108
H 4.33268 2.91146 6.16518
O -6.59048 -3.75067 1.60434
N -6.39513 -3.64012 0.41077
O -7.17329 -3.95946 -0.45828
C -5.08121 -3.12486 -0.01877
C -4.56893 -3.66422 -1.13718
C -3.27270 -3.28228 -1.59121
C -2.69664 -3.86361 -2.73407
C -1.45012 -3.45853 -3.11866
C -0.79955 -2.47707 -2.36360
N -1.30868 -1.91831 -1.27645
C -2.54279 -2.31584 -0.88768
C -3.12049 -1.71244 0.29242
N -2.37988 -0.77730 0.92965
C -2.87829 -0.24680 2.03167
C -4.13857 -0.56562 2.54006
C -4.90515 -1.49715 1.89787
C -4.38945 -2.12278 0.74737
H -5.13564 -4.40560 -1.68422
H -3.24499 -4.61495 -3.28839
H -0.95920 -3.86602 -3.99056
H 0.16547 -2.10870 -2.67636
H -2.25109 0.45649 2.55443
H -4.48838 -0.07953 3.43982
H -5.87792 -1.76897 2.27421
O -0.58742 1.41776 1.83616
C -0.78778 2.64070 2.02930
C -0.32919 3.25557 3.24857
C -0.57451 4.57388 3.49941
C -1.25162 5.34873 2.54691
C -1.70848 4.79213 1.35264
C -1.51455 3.45426 1.07136
C -2.06177 2.83916 -0.12501
N -1.69705 1.70047 -0.69845
C -2.46190 1.56830 -1.82734
C -3.31354 2.62531 -1.93425
N -3.04407 3.42346 -0.85900
H 0.21700 2.61648 3.93146
H -0.23216 5.03174 4.41738
H -1.42077 6.40046 2.73496
H -2.20484 5.43902 0.64021
H -2.31709 0.74310 -2.50329
H -4.06244 2.87671 -2.66351
H -3.52934 4.27250 -0.62445
Br 0.69357 0.42966 -2.63861
*
```

6.
Below is one molecule with the formula C5H4ClFO in a non-equilibrium geometry, with properties calculated with ωB97M-V/def2-TZVPD.

HOMO level ... -9.0318 eV
Maximum force ... 3.769 eV/Å
LUMO energy ... 0.914 eV
Energy relative to the best compared isomer or geometry (same formula, charge and spin) ... 39.22 kJ/mol
Structure (SMILES) ... F[C@@H](Cl)c1ccoc1
Gap between HOMO and LUMO ... 9.9 eV

Geometry as ORCA input:
```
! wB97M-V def2-TZVPD RIJCOSX def2/J DEFGRID3
* xyz 0 1
C -1.68325 0.42924 0.32081
C -0.19566 0.14878 0.12099
C 0.49435 -1.04209 0.29014
C 1.77980 -0.80521 -0.19436
C 0.67027 1.00203 -0.42951
H -1.93967 0.35431 1.39676
H 0.18438 -2.05196 0.64965
H 2.72026 -1.42360 -0.18640
H 0.59630 2.02784 -0.83590
O 1.94065 0.47638 -0.53344
F -1.91909 1.68645 -0.06316
Cl -2.64836 -0.80216 -0.53558
*
```

Number 1: DFT total energy -2810.23885 a.u.. Number 2: DFT total energy -440.92734 a.u.. Number 3: DFT total energy -550.25766 a.u.. Number 4: DFT total energy -382.36010 a.u.. Number 5: DFT total energy -5005.20977 a.u.. Number 6: DFT total energy -828.18573 a.u..